1.
19
Properties=species:S:1:pos:R:3 method="wB97M-V/def2-TZVPD" relative_energy_kcal_mol=184.0 orbital_gap_ha="0.162 / 0.162" total_charge=+1
C -1.5243 0.4523 -0.1233
C 2.4302 1.4403 0.5030
C 2.4364 0.4636 -0.4856
C 0.9690 -1.2726 0.4025
C -0.4363 -1.7917 -0.0287
C -2.5893 1.4126 -0.3635
N 1.6606 -0.6028 -0.6064
N -1.5309 -0.8062 0.1395
H 2.8390 2.3955 0.2868
H 1.9170 1.2591 1.3528
H 3.0270 0.6668 -1.3540
H 0.9999 -0.5514 1.1897
H 1.7050 -2.0257 0.5615
H -0.3040 -2.1083 -0.9874
H -0.5649 -2.5415 0.6120
H -3.0601 1.1265 -1.2917
H -2.0888 2.3571 -0.4760
H -3.5585 1.3638 0.2485
H -2.3271 -1.2375 0.4201

=====

2.
26
Properties=species:S:1:pos:R:3 method="wB97M-V/def2-TZVPD" relative_energy_kcal_mol=135.0 orbital_gap_ha="0.257 / 0.308" total_charge=+1
C -0.1511 -1.2108 0.8384
C 0.9268 -0.3159 0.5767
C 1.8595 1.1117 -1.0218
C -1.5424 -0.4537 -0.6413
C 2.1056 -0.7652 1.4232
C 1.5824 2.5300 -1.5300
C -1.7371 -1.4777 -1.6456
C -1.8335 0.4460 1.7217
N 0.7902 0.5625 -0.3490
N -1.5285 -0.7636 0.7775
O 2.8692 0.4720 -1.2544
H -0.0659 -2.2520 1.1440
H -1.5928 0.6830 -0.8617
H 2.4371 -0.0404 2.0975
H 2.9664 -1.0688 0.8087
H 1.8495 -1.7482 1.8278
H 0.5812 2.6609 -1.5659
H 1.9854 2.6663 -2.5107
H 1.9983 3.4082 -0.7887
H -1.1223 -1.2129 -2.4522
H -2.8292 -1.3748 -2.0053
H -1.6014 -2.5086 -1.3976
H -1.6935 0.1287 2.7560
H -1.2179 1.3669 1.4037
H -2.8808 0.7024 1.5930
H -2.1553 -1.5460 1.0561

=====

3.
74
Properties=species:S:1:pos:R:3 method="wB97M-V/def2-TZVPD" spin_multiplicity=6 s2=8.790 orbital_gap_ha="0.217 / 0.170" total_charge=+2
Ru 0.1911 0.3328 -0.8699
P 2.2224 -0.5325 -0.7927
C 2.4867 -0.5951 -2.5689
C 1.3281 -1.1754 -3.2532
N 0.1395 -0.9178 -2.6230
C -0.9870 -1.5241 -3.0005
C -0.9954 -2.4312 -4.0805
C 0.2089 -2.6980 -4.7332
C 1.3698 -2.0844 -4.3315
C -2.2490 -1.1223 -2.2645
P -1.9221 0.5405 -1.5506
H 2.3303 -2.2539 -4.7902
H -1.9354 -2.8810 -4.3492
H 0.2194 -3.3881 -5.5585
H -3.1049 -1.0803 -2.9387
H -2.4707 -1.8248 -1.4583
H 2.6551 0.8275 -3.0623
H 3.4587 -1.0282 -2.8564
H 1.8666 2.4721 -2.6717
O 2.8515 1.8580 -3.1872
H 2.9325 2.0476 -4.1413
H 0.5213 2.0437 -1.6156
O 0.8823 2.9367 -2.2280
H 0.8941 3.6932 -1.6049
C -2.0852 1.6100 -3.0159
H -2.9538 1.2869 -3.6118
H -2.2232 2.6527 -2.6936
H -1.1801 1.5434 -3.6415
C -3.3909 0.9266 -0.5656
H -3.2013 1.8524 -0.0182
H -4.2467 1.0622 -1.2352
H -3.5925 0.1280 0.1489
C 2.4622 -2.2838 -0.3327
H 3.4918 -2.5840 -0.5867
H 2.2967 -2.4505 0.7346
H 1.7636 -2.9212 -0.8923
C 3.6713 0.3675 -0.1932
H 3.5053 0.6631 0.8470
H 4.5592 -0.2785 -0.2538
H 3.8271 1.2596 -0.8123
C -0.5871 4.6180 1.7110
C 0.5090 4.0225 1.0711
C 0.5195 2.6341 0.9082
C -0.5392 1.8415 1.3734
C -1.6598 2.4492 1.9588
C -1.6724 3.8390 2.1309
Si -0.1958 -0.0430 1.3383
C 0.8702 -0.2358 2.8770
C 2.1922 -0.6821 2.8304
C 2.9467 -0.7873 4.0027
C 2.3940 -0.4554 5.2429
C 1.0613 -0.0125 5.2887
C 0.3091 0.0982 4.1190
C -1.5470 -1.3392 1.5977
C -1.2794 -2.6427 1.1669
C -2.1512 -3.6855 1.4937
C -3.3131 -3.4286 2.2194
C -3.6004 -2.1249 2.6224
C -2.7227 -1.0783 2.3229
H -0.5878 5.6982 1.8855
H 1.3603 4.6234 0.7264
H 1.3663 2.1210 0.4156
H -2.5149 1.8507 2.2669
H -2.5260 4.3121 2.6229
H 2.6425 -0.9342 1.8726
H 3.9796 -1.1260 3.9464
H 2.9805 -0.5445 6.1558
H 0.6193 0.2504 6.2464
H -0.7206 0.4634 4.1751
H -0.3760 -2.8375 0.5762
H -1.9098 -4.7021 1.1752
H -3.9886 -4.2429 2.4758
H -4.5098 -1.9066 3.1779
H -2.9462 -0.0620 2.6590

=====

4.
41
Properties=species:S:1:pos:R:3 method="wB97M-V/def2-TZVPD" relative_energy_kcal_mol=0.0 orbital_gap_ha=0.191 total_charge=+1
C -1.7790 -0.9618 1.5443
C -0.3521 -1.0528 2.0446
C 0.2622 -0.0435 2.7809
Fe 1.2313 -0.0612 0.9215
C 1.0787 1.7597 1.1534
O 1.0288 2.9420 1.3755
C -0.0099 -0.0160 -0.4952
O -0.8347 -0.0331 -1.3248
C 3.1634 -0.1771 1.6328
C 3.1540 0.3578 0.2960
C 2.5524 -0.6195 -0.5744
C 2.1760 -1.7596 0.2353
C 2.5649 -1.4836 1.5991
H -2.5371 -1.2463 2.2959
H -2.0038 0.0735 1.2318
H -1.8941 -1.6186 0.6667
H 0.0953 -2.0719 2.0065
H -0.3581 0.8310 3.1026
H 1.1298 -0.2702 3.4522
H 3.6104 0.2918 2.4861
H 3.6131 1.2665 -0.0066
H 2.4878 -0.5571 -1.6328
H 1.7498 -2.6709 -0.1360
H 2.4917 -2.1702 2.4225
C -6.1402 0.9008 3.9214
Li -4.7312 -0.8653 5.1059
C -5.0973 0.8529 2.9650
C -3.8741 1.0801 3.6450
C -4.1341 1.2342 5.0571
C -5.6227 1.0914 5.2629
C -6.0909 0.4601 6.4216
C -5.1897 0.1620 7.4915
C -3.8119 0.3022 7.3071
C -3.2849 0.7318 6.0604
H -7.1245 1.2402 3.6586
H -5.2189 0.8940 1.8752
H -2.9495 1.2802 3.1405
H -7.1440 0.1756 6.5550
H -5.5613 -0.1470 8.4644
H -3.1413 0.0797 8.1375
H -2.2110 0.6982 5.9153

=====

5.
102
Properties=species:S:1:pos:R:3 method="wB97M-V/def2-TZVPD" relative_energy_kcal_mol=22.2 orbital_gap_ha=0.206 total_charge=+1
Ba 0.9521 -0.8536 -4.2959
O 0.3904 -0.7078 0.2758
C 0.3813 -0.9666 -1.0437
O -0.4180 -0.3866 -1.8242
O 1.3269 -1.6806 -1.4887
H 1.1954 -1.1764 0.6389
C 1.9468 2.4846 -1.1625
C 3.0070 1.7642 -1.9929
O 2.3984 1.3745 -3.2635
H 1.0777 1.8482 -0.9883
H 1.6570 3.4339 -1.6073
H 2.3066 2.6998 -0.1517
H 3.4016 0.9037 -1.4579
H 3.8059 2.4622 -2.2449
H 2.6784 2.0636 -3.8740
C -3.1303 -3.2166 0.1568
C -2.0805 -3.4538 -0.9168
O -2.2596 -2.5745 -2.0201
H -3.0667 -3.9982 0.9214
H -4.1296 -3.2083 -0.2689
H -2.9056 -2.3155 0.7343
H -2.2085 -4.4722 -1.2892
H -1.0660 -3.3677 -0.5191
H -1.8266 -1.7303 -1.8343
C 5.2088 -2.9398 -3.2355
C 4.5830 -1.5791 -3.4504
O 3.9292 -1.5155 -4.7350
H 5.8111 -2.9252 -2.3221
H 5.9643 -3.1901 -3.9850
H 4.4719 -3.7350 -3.1465
H 5.3396 -0.7948 -3.3755
H 3.8378 -1.3786 -2.6774
H 4.5177 -1.8534 -5.4173
C -2.6994 1.2594 3.4577
C -2.0111 -0.0059 2.9742
O -0.7030 0.2979 2.5383
H -2.2073 1.7039 4.3228
H -3.7000 0.9911 3.8178
H -2.8662 1.9954 2.6714
H -2.6882 -0.4404 2.2302
H -1.9562 -0.7170 3.8056
H -0.4709 -0.1612 1.7128
C 2.5002 -4.2080 3.0440
C 1.6683 -3.0242 2.5494
C 1.1788 -2.1444 3.7021
C 2.2984 -1.2720 4.2508
C 2.8749 -0.4005 3.1214
C 3.4437 -1.2332 1.9690
N 2.4181 -2.2060 1.5591
O 2.8200 -2.9974 0.4535
C 3.6569 -0.2475 0.8046
C 4.7786 -1.8697 2.3805
C 0.4289 -3.6206 1.8566
H 3.0357 -4.6768 2.2156
H 1.8647 -4.9995 3.4412
H 3.2401 -3.9007 3.7817
H 0.3585 -1.5098 3.3672
H 0.8619 -2.8232 4.4972
H 3.1094 -1.8420 4.7076
H 1.9027 -0.5969 5.0116
H 3.6641 0.1790 3.6073
H 2.0887 0.2978 2.8227
H 2.6995 0.2174 0.5459
H 4.3271 0.5506 1.1177
H 3.9659 -0.7700 -0.1050
H 4.7137 -2.5454 3.2273
H 5.1277 -2.4248 1.5070
H 5.4893 -1.0795 2.6239
H 0.7304 -4.2266 0.9985
H -0.2553 -2.8531 1.4983
H -0.0785 -4.3138 2.5267
H 2.5067 -2.4567 -0.2812
C -3.7770 0.4336 -1.0303
C -4.0228 1.9180 -1.3063
C -4.8439 2.4682 -0.1360
C -4.9434 4.0043 -0.0843
C -3.5427 4.5742 -0.2266
C -2.6371 4.1012 -1.3616
N -2.7670 2.6488 -1.4213
O -1.8309 2.0661 -2.3081
C -3.0713 4.7887 -2.6734
C -1.2137 4.5104 -1.0101
C -4.8405 1.9789 -2.6214
H -3.2197 0.3040 -0.0955
H -3.1476 0.0232 -1.8180
H -4.7180 -0.1028 -0.9417
H -5.8399 2.0315 -0.2758
H -4.5471 2.0909 0.8458
H -5.3857 4.3256 0.8573
H -5.6442 4.3059 -0.8665
H -3.0005 4.4877 0.7215
H -3.6723 5.6624 -0.3038
H -2.8356 4.1644 -3.5383
H -4.1358 5.0301 -2.6788
H -2.5758 5.7437 -2.8714
H -0.8241 3.8325 -0.2493
H -0.5508 4.5190 -1.8764
H -1.2493 5.5377 -0.6452
H -5.7265 1.3528 -2.5537
H -4.1817 1.7736 -3.4651
H -5.1605 3.0123 -2.7872
H -1.3087 1.4730 -1.7502

=====

6.
27
Properties=species:S:1:pos:R:3 method="wB97M-V/def2-TZVPD" relative_energy_kcal_mol=172.3 orbital_gap_ha="0.253 / 0.274" total_charge=+1
C 0.5470 -0.0971 -0.7272
C -0.1894 -0.6692 0.4838
C -0.1086 0.3847 -1.8250
C -2.3023 1.2652 0.0484
C -1.3661 2.0129 -0.9019
C 0.5371 -1.8965 0.9393
C 2.5950 0.2888 -2.1350
C -1.0734 -0.6736 2.7586
C 2.0014 -0.4878 -1.0148
N -1.8770 0.8463 1.2830
N -1.0648 -0.0683 1.3879
O -1.0168 1.1787 -2.0088
H -3.1636 1.8996 0.2553
H -2.7743 0.4532 -0.6102
H -1.8652 2.8348 -1.4107
H -0.5213 2.3843 -0.3790
H 0.6873 -2.5174 0.0501
H 1.4785 -1.6506 1.3962
H -0.0480 -2.5797 1.5176
H 3.7251 0.3968 -2.1071
H 2.1951 1.2910 -2.1438
H 2.5050 -0.1346 -3.1101
H -0.0477 -0.8638 3.1940
H -1.6138 0.0363 3.4305
H -1.7135 -1.6778 2.9452
H 2.4049 -0.3418 -0.1093
H 2.0693 -1.6145 -1.2068